(1)
An isolated ion of composition C4H10N2O and charge +1, computed with ωB97M-V with the def2-TZVPD basis set.

gap between HOMO and LUMO (alpha / beta): 11.39 / 6.54 eV
LUMO level (alpha / beta): -3.2175 / -7.9630 eV

```
! wB97M-V def2-TZVPD RIJCOSX def2/J DEFGRID3
* xyz 1 2
C -0.26 -0.45 2.10
N -0.35 -0.54 0.64
C -1.46 0.30 0.16
C 0.90 -0.26 -0.03
C 0.90 0.61 -1.32
N 0.50 -0.03 -2.46
O 1.62 1.58 -1.27
H 0.51 -1.13 2.46
H -1.25 -0.59 2.50
H 0.10 0.55 2.38
H -1.24 1.34 0.44
H -1.69 0.17 -0.89
H -2.34 -0.01 0.72
H 1.65 0.22 0.61
H 1.38 -1.22 -0.29
H 0.48 0.49 -3.32
H 0.55 -1.03 -2.42
*
```

Atom charges from the Löwdin analysis, given in e for atoms 1 to 8: 0.00, -0.04, 0.01, -0.07, -0.51, 0.18, 0.14, 0.12

=====

(2)
A 2-piece molecular cluster, C4H10N2O2 overall, computed with ωB97M-V with the def2-TZVPD basis set.

gap between HOMO and LUMO (alpha / beta): 8.44 / 7.81 eV
LUMO level (alpha / beta): 4.1492 / 3.5303 eV

```
! wB97M-V def2-TZVPD RIJCOSX def2/J DEFGRID3
* xyz -1 2
C -0.52 -1.11 0.82
N -1.85 -0.88 1.51
C 2.83 0.59 0.17
O 2.63 -0.22 -0.75
O 2.05 0.98 1.07
C -0.49 -0.90 -0.69
N -1.35 0.17 -1.09
C -0.66 1.43 -1.00
H -0.17 -2.09 1.12
H 0.09 -0.34 1.31
H -2.58 -1.46 1.13
H 3.84 1.09 0.29
H 0.55 -0.79 -1.05
H -0.85 -1.85 -1.14
H -2.07 0.07 1.21
H -0.24 1.57 0.01
H 0.13 1.47 -1.75
H -1.34 2.27 -1.17
*
```

Atom charges from the Löwdin analysis, given in e for atoms 1 to 8: -0.26, -0.03, -0.67, -0.13, -0.15, -0.29, -0.03, -0.17

=====

(3)
C4H10N2O2 as an isolated structure, computed with ωB97M-V with the def2-TZVPD basis set.

gap between HOMO and LUMO: 7.93 eV
LUMO level: -0.1354 eV

```
! wB97M-V def2-TZVPD RIJCOSX def2/J DEFGRID3
* xyz 0 1
C -0.64 0.08 -0.33
C -0.40 -1.29 -0.91
C -2.43 -0.19 0.80
O -3.30 0.60 0.87
H -2.43 -1.23 1.21
H -1.00 0.20 0.80
H -1.08 0.79 -1.02
H 0.04 -1.23 -1.90
H -1.33 -1.85 -1.07
H 0.25 -1.87 -0.25
C 1.01 0.97 0.36
N 1.67 1.04 -0.92
N 1.63 -0.08 1.15
O 0.66 2.04 0.89
H 1.41 1.84 -1.47
H 1.93 0.19 -1.39
H 1.37 0.06 2.12
H 2.64 -0.07 1.05
*
```

Atom charges from the Löwdin analysis, given in e for atoms 1 to 8: -0.13, -0.13, -0.12, 0.11, 0.13, 0.09, 0.11, 0.08

=====

(4)
C4H10N2O2 as an isolated structure, computed with ωB97M-V with the def2-TZVPD basis set.

gap between HOMO and LUMO: 9.31 eV
LUMO level: 0.6985 eV

```
! wB97M-V def2-TZVPD RIJCOSX def2/J DEFGRID3
* xyz 0 1
C 0.18 -0.30 0.21
C 0.49 0.44 2.03
C 0.91 -1.75 -1.60
C -1.86 0.97 0.10
N 1.01 -1.15 -0.20
N -0.69 0.48 -0.68
O 1.88 -1.69 0.55
O 0.05 1.60 -1.21
H 1.47 0.11 2.25
H 0.49 1.47 1.73
H -0.37 -0.09 2.47
H 0.21 -1.34 -2.29
H 1.97 -1.60 -1.95
H 0.67 -2.72 -1.37
H -1.55 1.36 1.05
H -2.51 1.54 -0.66
H -2.56 0.21 0.36
H 0.21 2.46 -0.77
*
```

Atom charges from the Löwdin analysis, given in e for atoms 1 to 8: -0.12, 0.09, 0.05, -0.07, -0.29, -0.17, -0.09, -0.08

=====

(5)
A 3-piece molecular cluster, C4H10N2O2 overall, computed with ωB97M-V with the def2-TZVPD basis set.

gap between HOMO and LUMO: 10.07 eV
SMILES string: C=NO.NC=O.C=C
LUMO level: 0.6539 eV

```
! wB97M-V def2-TZVPD RIJCOSX def2/J DEFGRID3
* xyz 0 1
C 1.88 -0.16 0.95
N 1.41 1.03 0.75
O 0.26 1.28 1.53
H 2.85 -0.33 0.51
H 1.69 -0.70 1.87
H -0.04 2.15 1.22
N -1.41 -1.12 1.07
C -0.67 -1.66 0.08
O -0.92 -2.69 -0.49
H -2.25 -1.59 1.35
H -1.08 -0.29 1.54
H 0.44 -1.22 0.14
C 0.21 1.22 -1.61
C -0.91 0.51 -1.77
H 1.18 0.78 -1.78
H 0.19 2.29 -1.48
H -0.93 -0.48 -2.17
H -1.88 0.98 -1.70
*
```

Atom charges from the Löwdin analysis, given in e for atoms 1 to 8: -0.07, -0.07, -0.09, 0.08, 0.09, 0.10, 0.13, -0.48

=====

(6)
C4H10N2O2 in the gas phase, computed with ωB97M-V with the def2-TZVPD basis set.

gap between HOMO and LUMO: 10.15 eV
SMILES string: CCON(CC)N=O
LUMO level: 0.8993 eV

```
! wB97M-V def2-TZVPD RIJCOSX def2/J DEFGRID3
* xyz 0 1
C -2.74 -0.03 -0.13
C -1.35 -0.42 0.49
O -0.48 -0.16 -0.65
N 0.81 -0.09 -0.24
C 1.38 1.22 -0.29
C 0.50 2.28 0.40
N 1.54 -1.16 0.16
O 0.97 -2.21 0.17
H -2.77 1.00 -0.55
H -3.69 -0.04 0.56
H -3.01 -0.69 -0.98
H -1.06 0.32 1.29
H -1.23 -1.45 0.89
H 2.50 1.27 0.04
H 1.39 1.48 -1.35
H 0.78 3.23 0.00
H -0.55 2.04 0.13
H 0.54 2.24 1.55
*
```

Atom charges from the Löwdin analysis, given in e for atoms 1 to 8: -0.08, -0.21, -0.10, -0.22, -0.20, -0.08, -0.03, -0.04

=====

(7)
A 2-piece molecular cluster, C4H10N2O2 overall, computed with ωB97M-V with the def2-TZVPD basis set.

gap between HOMO and LUMO: 5.80 eV
LUMO level: -3.0231 eV

```
! wB97M-V def2-TZVPD RIJCOSX def2/J DEFGRID3
* xyz 0 1
C 0.19 1.42 0.48
O -0.77 2.29 0.37
C -0.41 0.02 -0.09
C 0.55 -1.06 -0.34
C 0.21 -2.36 0.08
N 1.29 -3.27 0.04
O -0.90 -2.76 0.37
N -0.97 0.37 -1.37
H 0.44 1.30 1.55
H 1.05 1.58 -0.17
H -0.54 -0.14 -2.14
H -1.15 -0.38 0.61
H 1.57 -0.79 -0.58
H -1.85 4.81 1.20
H 2.18 -2.91 0.32
H 1.05 -4.24 -0.03
H -0.80 1.34 -1.66
H -1.15 4.79 1.35
*
```

Atom charges from the Löwdin analysis, given in e for atoms 1 to 8: -0.33, -0.12, -0.34, 0.06, -0.54, 0.14, 0.09, 0.13

=====

(8)
C4H10N2O2 in the gas phase, computed with ωB97M-V with the def2-TZVPD basis set.

gap between HOMO and LUMO: 8.86 eV
SMILES string: C/N=C(/CCO)NO
LUMO level: 0.4797 eV

```
! wB97M-V def2-TZVPD RIJCOSX def2/J DEFGRID3
* xyz 0 1
C -2.82 0.06 0.01
N -1.67 -0.73 -0.11
C -0.50 -0.20 -0.22
C 0.67 -1.16 -0.17
C 1.95 -0.66 0.39
O 2.48 0.39 -0.52
N -0.47 1.17 -0.40
O 0.51 1.94 0.31
H -3.68 -0.52 0.35
H -3.19 0.44 -0.90
H -2.73 0.93 0.72
H 0.35 -1.99 0.45
H 1.06 -1.56 -1.15
H 2.66 -1.48 0.50
H 1.94 -0.31 1.45
H 3.48 0.57 -0.38
H -1.43 1.56 -0.30
H 1.41 1.55 -0.03
*
```

Atom charges from the Löwdin analysis, given in e for atoms 1 to 8: -0.19, 0.01, -0.35, -0.11, -0.24, -0.12, 0.00, -0.08

=====

(9)
A 2-piece molecular cluster, C4H10N2O2 overall, computed with ωB97M-V with the def2-TZVPD basis set.

gap between HOMO and LUMO: 10.22 eV
SMILES string: CC(N)=O.CC(N)=O
LUMO level: 0.5137 eV

```
! wB97M-V def2-TZVPD RIJCOSX def2/J DEFGRID3
* xyz 0 1
C 1.44 0.65 1.36
C 2.56 -0.43 1.19
N 2.80 -0.98 -0.11
O 3.35 -0.84 2.04
H 1.30 1.22 0.42
H 1.89 1.45 2.04
H 0.44 0.18 1.41
H 3.56 -1.64 -0.22
H 2.10 -0.65 -0.75
C -2.96 0.07 -0.11
C -1.96 -0.50 -1.06
N -1.10 0.50 -1.49
O -1.82 -1.62 -1.30
H -3.53 -0.63 0.29
H -3.59 0.88 -0.51
H -2.51 0.72 0.67
H -0.57 0.19 -2.27
H -1.39 1.41 -1.61
*
```

Atom charges from the Löwdin analysis, given in e for atoms 1 to 8: -0.02, -0.52, 0.12, 0.01, 0.06, 0.11, 0.07, 0.10

=====

(10)
A 2-piece molecular cluster, C4H10N2O2 overall, computed with ωB97M-V with the def2-TZVPD basis set.

gap between HOMO and LUMO: 10.14 eV
SMILES string: CC(N)=O.CC(N)=O
LUMO level: 0.8316 eV

```
! wB97M-V def2-TZVPD RIJCOSX def2/J DEFGRID3
* xyz 0 1
C 1.73 -1.01 1.61
C 1.99 -1.96 0.49
N 1.85 -3.27 0.88
O 2.54 -1.68 -0.65
H 1.54 -0.04 0.99
H 2.68 -0.74 2.01
H 1.02 -1.36 2.37
H 2.19 -4.13 0.36
H 1.13 -3.67 1.54
C -2.43 1.59 -0.28
C -1.39 1.75 -1.18
N -1.41 2.79 -2.11
O -0.35 1.02 -1.15
H -2.20 1.88 0.75
H -2.63 0.53 0.04
H -3.47 1.94 -0.57
H -0.68 2.93 -2.79
H -2.12 3.41 -2.31
*
```

Atom charges from the Löwdin analysis, given in e for atoms 1 to 8: -0.03, -0.54, 0.09, -0.04, 0.12, 0.07, 0.08, 0.13

=====

(11)
C4H10N2O2 in the gas phase, computed with ωB97M-V with the def2-TZVPD basis set.

gap between HOMO and LUMO: 10.05 eV
SMILES string: NCC[C@H](N)C(=O)O
LUMO level: 0.5416 eV

```
! wB97M-V def2-TZVPD RIJCOSX def2/J DEFGRID3
* xyz 0 1
N 1.72 2.27 1.17
C 1.11 1.30 0.22
C 0.63 0.16 1.02
C 0.07 -0.93 0.22
N 0.97 -1.26 -0.89
C -1.20 -0.75 -0.49
O -1.86 -1.70 -1.04
O -1.79 0.47 -0.26
H 1.91 3.27 0.43
H 1.13 2.76 1.66
H 1.82 1.23 -0.66
H 0.16 1.66 -0.58
H 0.15 0.55 1.94
H 1.65 -0.14 1.58
H -0.04 -1.84 0.97
H 0.69 -2.20 -1.54
H 1.94 -1.77 -0.48
H -2.76 0.50 -0.74
*
```

Atom charges from the Löwdin analysis, given in e for atoms 1 to 8: -0.01, -0.36, -0.23, -0.41, -0.01, -0.44, 0.02, 0.03

=====

(12)
A 2-piece molecular cluster, C4H10N2O2 overall, computed with ωB97M-V with the def2-TZVPD basis set.

gap between HOMO and LUMO: 8.26 eV
SMILES string: C/C=C\N.O/C=N\O
LUMO level: 0.5339 eV

```
! wB97M-V def2-TZVPD RIJCOSX def2/J DEFGRID3
* xyz 0 1
C 1.44 0.65 -0.87
C 0.97 -0.67 -0.34
C -0.10 -1.35 -0.87
N -1.06 -0.84 -1.68
H 2.04 1.17 -0.12
H 2.07 0.53 -1.76
H 0.61 1.30 -1.14
H 1.74 -1.28 0.12
H -0.26 -2.38 -0.57
H -1.06 0.16 -1.79
H -1.99 -1.21 -1.54
O 0.29 0.82 2.14
C -0.58 -0.09 1.57
N -1.69 0.28 1.01
O -1.63 1.50 0.31
H 0.98 0.35 2.63
H -0.64 -1.07 2.04
H -1.13 2.14 0.85
*
```

Atom charges from the Löwdin analysis, given in e for atoms 1 to 8: -0.11, -0.22, -0.25, 0.08, 0.07, 0.08, 0.06, 0.09

=====

(13)
C4H10N2O2 in the gas phase, computed with ωB97M-V with the def2-TZVPD basis set.

gap between HOMO and LUMO: 10.14 eV
SMILES string: NC(=O)NCCCO
LUMO level: 0.7265 eV

```
! wB97M-V def2-TZVPD RIJCOSX def2/J DEFGRID3
* xyz 0 1
N -2.48 0.74 0.72
C -1.69 1.48 -0.11
O -1.95 2.62 -0.45
N -0.45 0.94 -0.35
C -0.01 -0.39 0.01
C 1.41 -0.63 -0.46
C 1.90 -2.06 -0.30
O 2.85 -2.14 0.77
H -3.47 0.94 0.75
H -2.21 -0.08 1.24
H 0.12 1.47 -1.00
H -0.72 -1.13 -0.37
H -0.06 -0.44 1.10
H 2.02 -0.04 0.22
H 1.57 -0.21 -1.45
H 2.31 -2.47 -1.22
H 1.11 -2.75 0.00
H 3.75 -2.16 0.41
*
```

Atom charges from the Löwdin analysis, given in e for atoms 1 to 8: 0.16, -0.62, 0.03, 0.05, -0.22, -0.17, -0.25, -0.08

=====

(14)
A 3-piece molecular cluster, C4H10N2O2 overall, computed with ωB97M-V with the def2-TZVPD basis set.

gap between HOMO and LUMO: 9.03 eV
SMILES string: Cc1cnc[nH]1.O.O
LUMO level: 0.3618 eV

```
! wB97M-V def2-TZVPD RIJCOSX def2/J DEFGRID3
* xyz 0 1
C -0.56 -0.53 1.24
C -0.24 -0.16 -0.17
C -0.75 -0.62 -1.43
N -0.31 0.19 -2.44
C 0.57 1.07 -2.03
N 0.72 0.78 -0.52
H -1.55 -0.25 1.62
H -0.35 -1.58 1.57
H 0.14 -0.08 1.97
H -1.43 -1.40 -1.59
H 1.05 1.77 -2.58
H 1.35 1.25 0.07
O -2.61 1.24 0.30
H -1.89 1.09 -0.17
H -2.50 1.99 0.90
O 2.84 -2.01 1.11
H 2.68 -1.45 1.82
H 2.84 -1.31 0.33
*
```

Atom charges from the Löwdin analysis, given in e for atoms 1 to 8: -0.06, -0.32, -0.11, 0.02, -0.08, 0.08, 0.07, 0.09

=====

(15)
C4H10N2O2 in the gas phase, computed with ωB97M-V with the def2-TZVPD basis set.

gap between HOMO and LUMO: 9.17 eV
SMILES string: [H]/N=C(/C)N(O)[C@@H](C)O
LUMO level: 0.7853 eV

```
! wB97M-V def2-TZVPD RIJCOSX def2/J DEFGRID3
* xyz 0 1
H -0.53 -1.98 -1.68
N -1.31 -1.38 -1.40
C -1.09 -0.40 -0.66
C -2.10 0.66 -0.37
N -0.08 -0.59 0.74
O -0.21 0.37 1.79
C 1.02 -0.25 -0.09
C 1.96 0.85 0.32
O 1.66 -1.38 -0.57
H -2.10 1.41 -1.15
H -3.08 0.19 -0.28
H -1.98 1.21 0.57
H -0.61 -0.13 2.51
H 0.36 0.17 -1.09
H 1.43 1.79 0.46
H 2.75 0.95 -0.43
H 2.43 0.58 1.27
H 1.48 -2.09 0.06
*
```

Atom charges from the Löwdin analysis, given in e for atoms 1 to 8: 0.06, 0.14, -0.38, -0.03, -0.05, -0.07, -0.54, -0.02

=====

(16)
C4H10N2O3 in the gas phase, computed with ωB97M-V with the def2-TZVPD basis set.

gap between HOMO and LUMO: 9.89 eV
SMILES string: CN(O)[C@](C)(N)C(=O)O
LUMO level: 0.6729 eV

```
! wB97M-V def2-TZVPD RIJCOSX def2/J DEFGRID3
* xyz 0 1
C 1.34 -0.19 -1.51
N 1.18 -0.18 -0.08
O 0.77 -1.79 0.28
C 0.01 0.42 0.47
C -0.60 1.58 -0.31
N 0.29 0.82 1.83
C -0.99 -0.89 0.47
O -1.53 -1.23 1.50
O -1.57 -1.05 -0.75
H 2.16 -0.86 -1.75
H 0.45 -0.50 -2.06
H 1.61 0.83 -1.80
H 1.23 -1.95 1.11
H 0.12 2.39 -0.34
H -0.89 1.29 -1.31
H -1.49 1.92 0.23
H 0.84 0.10 2.30
H -0.58 0.89 2.35
H -2.35 -1.61 -0.64
*
```

Atom charges from the Löwdin analysis, given in e for atoms 1 to 8: -0.08, 0.01, -0.03, -0.53, -0.01, 0.10, -0.53, 0.06

=====

(17)
C4H10N2O3 in the gas phase, computed with ωB97M-V with the def2-TZVPD basis set.

gap between HOMO and LUMO: 10.43 eV
SMILES string: CC(O)(O)[C@H](N)C(N)=O
LUMO level: 0.7503 eV

```
! wB97M-V def2-TZVPD RIJCOSX def2/J DEFGRID3
* xyz 0 1
C 1.96 0.90 0.25
C 0.40 0.71 -0.29
O -0.36 1.81 0.10
O 0.41 0.63 -1.68
C 0.00 -0.61 0.36
N 0.64 -1.76 -0.31
C -1.65 -0.87 0.18
N -2.51 0.12 0.55
O -2.08 -1.95 -0.21
H 2.41 1.71 -0.34
H 2.63 0.05 0.13
H 1.94 1.22 1.30
H -0.03 2.54 -0.44
H 0.45 -0.34 -1.87
H 0.13 -0.61 1.45
H 1.40 -2.10 0.26
H -0.07 -2.50 -0.36
H -2.16 1.08 0.55
H -3.50 -0.03 0.38
*
```

Atom charges from the Löwdin analysis, given in e for atoms 1 to 8: 0.01, -0.61, 0.01, 0.02, -0.21, 0.05, -0.42, 0.16

=====

(18)
C4H10N2O3S in the gas phase, computed with ωB97M-V with the def2-TZVPD basis set.

gap between HOMO and LUMO (alpha / beta): 8.85 / 8.85 eV
SMILES string: CC[S@](=N)(=O)O/C(C)=[NH+]\[O-]
LUMO level (alpha / beta): 0.6259 / 0.6259 eV

```
! wB97M-V def2-TZVPD RIJCOSX def2/J DEFGRID3
* xyz 0 1
C 1.37 2.26 0.37
C 1.76 1.07 1.10
S 1.10 -0.51 0.45
N 1.64 -1.76 1.14
O 1.07 -0.57 -0.97
O -0.43 -0.13 0.99
C -1.46 -0.74 0.46
C -1.36 -2.24 0.22
N -2.48 -0.07 0.01
O -2.59 1.20 -0.12
H 0.27 2.70 0.45
H 1.90 3.04 0.97
H 1.63 2.32 -0.66
H 1.69 1.02 2.11
H 2.90 1.03 0.83
H 1.89 -2.57 0.68
H -1.08 -2.91 1.07
H -2.24 -2.58 -0.25
H -0.56 -2.30 -0.53
H -3.25 -0.50 -0.44
*
```

Atom charges from the Löwdin analysis, given in e for atoms 1 to 8: -0.15, -0.29, 0.71, -0.16, -0.29, -0.13, -0.39, 0.00

=====

(19)
A 2-piece molecular cluster, C4H10N2O4 overall, computed with ωB97M-V with the def2-TZVPD basis set.

gap between HOMO and LUMO: 10.34 eV
SMILES string: C/C(O)=N/[C@@H](C)O.O=NO
LUMO level: 0.4501 eV

```
! wB97M-V def2-TZVPD RIJCOSX def2/J DEFGRID3
* xyz 0 1
C 0.80 -2.40 -0.28
C -0.08 -1.18 -0.15
O -1.34 -1.31 -0.71
N 0.22 -0.16 0.53
C -0.77 0.96 0.87
C -0.64 2.04 -0.15
O -2.13 0.53 1.05
H 1.02 -2.54 0.86
H 1.67 -2.08 -0.85
H 0.26 -3.36 -0.64
H -1.91 -0.71 -0.24
H -0.33 1.30 1.94
H -0.45 3.11 0.18
H -1.48 2.06 -0.75
H 0.24 1.70 -0.74
H -2.04 -0.01 1.83
O 3.84 0.36 -1.02
N 3.05 -0.04 -0.26
O 2.78 0.78 0.83
H 2.01 0.42 1.24
*
```

Atom charges from the Löwdin analysis, given in e for atoms 1 to 8: -0.01, -0.45, 0.06, 0.07, -0.40, -0.04, -0.03, 0.12

=====

(20)
An isolated ion of composition C4H10N2OP and charge -1, computed with ωB97M-V with the def2-TZVPD basis set.

gap between HOMO and LUMO: 6.61 eV
SMILES string: CP([O-])N1CCCN1
LUMO level: 4.2164 eV

```
! wB97M-V def2-TZVPD RIJCOSX def2/J DEFGRID3
* xyz -1 1
C 2.36 1.33 -0.17
P 1.39 -0.03 0.60
O 2.20 -1.30 0.48
N 0.05 0.10 -0.80
C -0.75 -1.13 -0.99
C -1.41 -1.32 0.41
C -1.76 0.19 0.75
N -0.86 0.97 -0.28
H 1.85 1.92 -0.90
H 3.32 0.98 -0.63
H 2.59 1.99 0.63
H -0.23 -1.97 -1.34
H -1.56 -0.74 -1.70
H -0.51 -1.68 1.05
H -2.31 -1.79 0.28
H -2.79 0.52 0.51
H -1.33 0.41 1.84
H -0.24 1.57 0.25
*
```

Atom charges from the Löwdin analysis, given in e for atoms 1 to 8: -0.33, 0.60, -0.58, -0.35, -0.25, -0.21, -0.21, -0.18

=====

Table of energy relative to the best compared isomer or geometry (same formula, charge and spin) (eV), in record order: 0.986, 0.935, 6.104, 8.415, 5.106, 6.076, 7.239, 4.618, 1.856, 2.262, 5.427, 4.750, 1.259, 3.298, 6.258, 3.496, 0.613, 5.776, 4.200, 1.081